Density functional theory data (the ωB97M-V functional and the def2-TZVPD basis) for 12 unconnected molecules or ions with the total composition C41H53N11O6S in a non-equilibrium geometry.

Output
* lowest unoccupied orbital energy: 0.153 Ha
* E: -3045.34523 Ha
* gap between HOMO and LUMO: 0.269 Eh
* ΔE to the lowest compared entry with this formula, charge and spin: 180.1 kJ/mol

ORCA input file:
```
! RIJCOSX wB97M-V def2-TZVPD def2/J DEFGRID3
* xyz -2 1
S -61.5917 -8.4320 15.0088
O -60.3020 -8.6877 14.5814
O -61.5189 -7.4074 16.1359
O -62.3347 -7.8071 13.9469
O -62.2489 -9.6283 15.5106
N -64.3935 -10.7379 15.7355
C -64.8547 -11.6843 16.7333
C -66.2643 -12.0005 16.3858
C -66.6890 -10.9857 15.3028
C -65.4666 -10.3152 14.8894
H -63.4997 -10.2769 15.6892
H -64.2928 -12.1673 17.2791
H -67.1275 -12.7765 16.7421
H -67.7241 -10.9954 14.6798
H -65.2939 -9.5574 14.1561
N -59.4108 -6.4533 17.4294
C -59.2268 -5.2832 18.3236
C -57.7545 -5.2475 18.5992
C -57.1007 -6.4046 17.9186
C -58.2900 -7.2236 17.3701
H -60.3073 -6.7084 17.1704
H -59.9679 -4.8152 18.6333
H -57.4258 -4.4041 19.0338
H -56.0891 -6.6701 18.0392
H -58.4843 -8.1136 16.8782
N -58.8168 -7.1786 13.0285
C -58.4620 -7.3992 11.7135
C -57.3722 -6.3866 11.4780
C -57.0389 -5.7084 12.8181
C -57.9743 -6.3610 13.7542
H -59.4332 -7.8874 13.4243
H -58.8617 -8.0130 10.9791
H -56.8122 -6.2080 10.5262
H -56.3570 -4.8973 13.2158
H -58.1437 -5.9902 14.6430
N -61.2038 -10.9038 17.6623
C -61.3556 -12.2825 18.0054
C -60.6289 -12.4029 19.2820
C -60.0035 -11.0628 19.6993
C -60.4524 -10.1809 18.5284
H -61.6168 -10.4737 16.6999
H -61.8668 -13.1625 17.3979
H -60.5920 -13.3721 19.7299
H -59.3648 -10.6246 20.3705
H -60.2511 -9.0949 18.2723
N -62.8565 -7.0314 18.2404
C -63.2564 -7.9443 19.0924
C -63.7725 -7.2602 20.3707
C -63.5339 -5.8779 20.1491
C -63.0373 -5.7018 18.6660
H -62.3803 -7.1707 17.3675
H -63.1220 -8.8765 19.0102
H -63.9920 -7.8116 21.2365
H -63.8273 -5.0332 20.8834
H -62.7230 -4.8539 18.2424
N -61.8173 -4.6906 15.4733
C -60.5979 -3.9823 15.5829
C -60.9289 -2.5065 15.4231
C -62.4010 -2.4664 15.1314
C -63.0035 -3.9670 15.2888
H -61.7971 -5.6829 15.5359
H -59.8021 -4.4776 15.7774
H -60.1810 -1.8138 15.6158
H -62.9575 -1.4118 15.0500
H -64.0131 -4.6052 15.2552
N -58.1725 -10.1211 15.0975
C -57.0636 -9.8358 14.4208
C -55.9537 -10.8327 15.0354
C -56.7145 -11.6803 15.9444
C -58.1470 -11.2239 15.9590
H -59.0802 -9.5009 14.9822
H -57.1334 -9.1854 13.5439
H -55.1450 -11.0225 14.5479
H -56.3254 -12.6673 16.3523
H -58.9632 -11.5854 16.5466
N -62.3158 -9.2996 11.9768
C -63.4061 -9.6719 11.2255
C -62.8736 -10.8191 10.3285
C -61.4318 -10.9597 10.5616
C -61.2039 -10.0043 11.7674
H -62.4911 -8.6944 12.7285
H -64.3990 -9.3249 11.4907
H -63.4589 -11.3093 9.5621
H -60.8536 -11.6676 10.0164
H -60.4962 -9.8237 12.4344
N -62.3812 -5.9176 11.6968
C -61.6337 -6.4083 10.6443
C -61.8879 -5.5024 9.3918
C -62.7987 -4.4413 9.9224
C -63.0880 -4.7276 11.3881
H -62.5394 -6.5100 12.4328
H -61.1932 -7.2918 10.8282
H -61.2722 -5.4830 8.3884
H -62.9997 -3.6605 9.2971
H -63.7632 -4.4641 12.2253
N -64.6841 -7.0369 14.1499
C -65.5779 -7.0531 13.0652
C -66.9763 -6.6551 13.5704
C -66.7860 -6.5283 15.0637
C -65.3387 -6.7773 15.3527
H -63.7756 -7.3652 14.3096
H -65.0580 -7.3769 12.1753
H -67.8975 -6.6277 13.0534
H -67.4373 -6.0820 15.7139
H -64.7583 -7.0132 16.2522
C -60.7531 -12.4686 13.8747
N -59.7487 -13.5360 14.0770
O -58.7906 -13.4978 13.2974
O -59.9220 -14.4304 14.9435
H -61.3983 -12.2393 14.7158
H -61.1824 -12.5590 12.9063
H -60.0626 -11.6422 13.9995
*
```